No. 1
The following is a quantum chemistry calculation of 5 unconnected molecules or ions with the total composition C26H30N7 in a non-equilibrium geometry, from the OMol25 dataset.

Results
LUMO (eV): -2.8
Relative energy (zero: lowest compared OMol25 entry of this formula, charge and spin) (kJ/mol): 102.19
Total charge: +1
Frontier orbital gap (Ha): 0.3312

CARTESIAN COORDINATES (ANGSTROEM)
C: -2.90 0.01 0.24
C: -2.39 -1.02 -0.85
C: -2.94 -2.50 -0.88
N: -1.54 -0.71 -1.81
C: -0.53 0.12 -1.19
C: -0.40 1.58 -1.17
N: 0.74 1.82 -0.38
C: 1.29 0.65 0.03
N: 0.54 -0.45 -0.45
H: -3.75 -0.46 0.82
H: -2.12 0.28 0.99
H: -3.22 0.92 -0.33
H: -2.09 -3.23 -0.94
H: -3.67 -2.60 -1.72
H: -3.49 -2.64 0.10
H: -1.11 2.28 -1.67
H: 1.03 2.78 -0.19
H: 2.20 0.56 0.66
H: 0.69 -1.46 -0.29
N: 4.89 -0.59 -3.80
C: 5.88 -1.37 -3.34
C: 5.77 -2.17 -2.22
C: 4.58 -2.16 -1.52
C: 3.54 -1.36 -1.97
C: 3.75 -0.60 -3.11
H: 6.79 -1.34 -3.92
H: 6.60 -2.78 -1.89
H: 4.45 -2.78 -0.63
H: 2.59 -1.32 -1.45
H: 2.96 0.04 -3.50
N: 1.08 -4.40 0.21
C: 1.12 -5.34 1.17
C: 0.77 -6.67 0.96
C: 0.35 -7.04 -0.31
C: 0.30 -6.09 -1.31
C: 0.68 -4.79 -1.00
H: 1.45 -5.00 2.14
H: 0.82 -7.38 1.76
H: 0.06 -8.07 -0.51
H: -0.02 -6.34 -2.31
H: 0.66 -4.01 -1.76
N: 3.00 4.93 -0.75
C: 2.99 5.16 0.57
C: 2.44 6.30 1.15
C: 1.86 7.24 0.31
C: 1.86 7.02 -1.06
C: 2.44 5.85 -1.53
H: 3.46 4.40 1.18
H: 2.46 6.43 2.22
H: 1.42 8.14 0.73
H: 1.42 7.74 -1.74
H: 2.46 5.64 -2.60
N: -4.09 1.35 4.13
C: -4.39 2.35 3.30
C: -5.65 2.55 2.75
C: -6.65 1.65 3.08
C: -6.37 0.60 3.95
C: -5.08 0.50 4.44
H: -3.57 3.02 3.07
H: -5.83 3.38 2.08
H: -7.65 1.77 2.68
H: -7.13 -0.11 4.23
H: -4.80 -0.30 5.12

No. 2
The following is a quantum chemistry calculation of a molecular structure, C26H31BrClN11OS in a non-equilibrium geometry, from the OMol25 dataset.

Results
LUMO (eV): 0.0
Frontier orbital gap (Ha): 0.3036

CARTESIAN COORDINATES (ANGSTROEM)
O: 0.18 -4.11 -2.32
C: 0.87 -4.36 -1.38
Cl: 0.06 -4.85 0.15
C: 2.42 -4.20 -1.48
C: 2.72 -2.73 -1.14
C: 2.67 -1.78 -2.22
C: 2.90 -0.44 -1.94
C: 3.18 -0.08 -0.58
N: 3.42 1.18 -0.09
S: 3.71 1.02 1.50
N: 3.53 -0.57 1.76
C: 3.25 -1.03 0.51
C: 2.98 -2.39 0.17
Br: 3.02 -3.67 1.63
H: 2.96 -4.91 -0.83
H: 2.71 -4.43 -2.52
H: 2.44 -2.10 -3.24
H: 2.83 0.29 -2.75
C: -1.26 0.79 -0.98
C: -0.70 1.07 -2.29
N: -0.29 1.31 -3.34
H: -0.60 1.13 -0.19
H: -2.23 1.28 -0.84
H: -1.42 -0.28 -0.83
C: 1.66 -1.92 5.47
C: 2.77 -1.02 5.20
N: 3.65 -0.32 4.98
H: 0.74 -1.37 5.71
H: 1.44 -2.55 4.60
H: 1.87 -2.58 6.31
C: 4.61 -6.02 -4.69
C: 5.13 -4.84 -4.01
N: 5.55 -3.91 -3.47
H: 3.70 -6.38 -4.21
H: 4.36 -5.79 -5.73
H: 5.33 -6.83 -4.69
C: 0.26 4.28 1.16
C: 1.22 3.23 1.40
N: 1.99 2.40 1.57
H: -0.47 3.96 0.42
H: -0.28 4.55 2.08
H: 0.74 5.19 0.79
C: -1.68 -3.52 7.04
C: -0.28 -3.76 7.38
N: 0.82 -3.96 7.64
H: -1.86 -2.46 6.83
H: -1.98 -4.08 6.16
H: -2.34 -3.81 7.86
C: -3.46 4.76 -0.14
C: -3.27 3.39 0.30
N: -3.12 2.31 0.66
H: -2.57 5.15 -0.64
H: -4.29 4.85 -0.84
H: -3.67 5.42 0.70
C: -3.46 0.51 -4.83
C: -4.87 0.59 -5.21
N: -5.97 0.67 -5.51
H: -3.00 1.50 -4.78
H: -3.34 0.05 -3.84
H: -2.89 -0.09 -5.54
C: 0.41 3.01 5.30
C: -0.19 4.10 4.54
N: -0.66 4.96 3.94
H: -0.22 2.71 6.13
H: 0.57 2.13 4.67
H: 1.38 3.29 5.71
C: -5.77 4.01 -5.62
C: -5.27 5.22 -4.98
N: -4.87 6.17 -4.47
H: -6.67 3.65 -5.12
H: -6.03 4.19 -6.66
H: -5.04 3.21 -5.59

No. 3
The following is a quantum chemistry calculation of a molecular structure, C26H31CoN3P2 in a non-equilibrium geometry, from the OMol25 dataset.

Results
LUMO (spin up / spin down) (eV): -2.4 / -3.3
<S²>: 6.03
Spin multiplicity: 5
Total charge: +1
Frontier orbital gap (spin up / spin down) (Ha): 0.2516 / 0.2493

CARTESIAN COORDINATES (ANGSTROEM)
C: -1.39 3.29 -1.88
C: -1.11 1.93 -1.84
C: 0.23 1.51 -1.59
C: 1.26 2.47 -1.60
C: 0.94 3.84 -1.58
C: -0.38 4.24 -1.70
C: 2.70 2.08 -1.62
C: 2.92 0.60 -1.61
C: 1.84 -0.30 -1.57
C: 2.09 -1.69 -1.81
C: 3.41 -2.13 -1.89
C: 4.48 -1.24 -1.76
C: 4.23 0.12 -1.64
H: -2.42 3.61 -2.05
H: 1.74 4.57 -1.48
H: -0.64 5.30 -1.67
H: 3.15 2.48 -2.54
H: 3.59 -3.20 -2.05
H: 5.50 -1.62 -1.77
H: 5.06 0.83 -1.58
N: 0.55 0.18 -1.27
Co: -0.43 -0.69 -0.13
C: -2.21 0.91 -2.04
H: -1.98 0.21 -2.86
H: -3.17 1.39 -2.24
C: 0.94 -2.66 -1.98
H: 0.26 -2.37 -2.79
H: 1.31 -3.68 -2.16
P: -2.41 -0.10 -0.53
P: -0.08 -2.73 -0.45
C: 1.00 -3.61 0.71
H: 0.56 -3.58 1.71
H: 1.12 -4.65 0.38
H: 1.98 -3.12 0.74
C: -1.42 -3.88 -0.83
H: -1.06 -4.91 -0.74
H: -2.25 -3.72 -0.12
H: -1.79 -3.70 -1.85
C: -3.12 1.08 0.66
H: -4.01 1.56 0.23
H: -3.39 0.55 1.58
H: -2.37 1.85 0.91
C: -3.74 -1.28 -0.88
H: -3.95 -1.84 0.04
H: -4.64 -0.73 -1.19
H: -3.43 -1.97 -1.67
H: 3.29 2.60 -0.76
H: 3.85 3.10 -0.21
N: -1.25 -1.20 3.87
C: -1.22 -1.61 2.59
N: -0.56 -0.72 1.84
C: -0.12 0.32 2.68
C: 0.36 1.59 2.34
C: 0.37 2.56 3.35
C: -0.09 2.26 4.65
C: -0.58 0.99 4.97
C: -0.57 0.03 3.97
H: -1.70 -1.69 4.64
H: -1.68 -2.53 2.24
H: 0.69 1.78 1.32
H: 0.74 3.56 3.13
H: -0.06 3.04 5.41
H: -0.96 0.72 5.96

No. 4
The following is a quantum chemistry calculation of a molecular structure, C26H31EuN2O8 in a non-equilibrium geometry, from the OMol25 dataset.

Results
LUMO (spin up / spin down) (eV): -1.5 / -1.5
<S²>: 12.03
Spin multiplicity: 7
Relative energy (zero: lowest compared OMol25 entry of this formula, charge and spin) (kJ/mol): 190.59
Frontier orbital gap (spin up / spin down) (Ha): 0.2379 / 0.2405

CARTESIAN COORDINATES (ANGSTROEM)
O: -4.89 -1.87 -3.62
C: -5.05 -3.33 -3.95
C: -6.13 -3.11 -4.96
H: -5.43 -3.95 -3.11
H: -4.11 -3.71 -4.37
C: -5.90 -1.65 -4.63
H: -7.08 -3.54 -4.68
H: -5.83 -3.40 -5.96
C: -7.15 -1.00 -4.08
H: -7.55 -1.55 -3.21
H: -7.90 -1.05 -4.87
H: -6.96 0.05 -3.85
C: -5.38 -0.91 -5.84
H: -4.49 -1.40 -6.26
H: -5.16 0.14 -5.59
H: -6.19 -0.94 -6.58
Eu: 0.14 -0.14 -0.03
C: 2.17 0.92 -1.33
C: 2.64 -0.39 -1.01
C: 1.89 -1.34 -1.77
H: 3.44 -0.61 -0.30
C: 0.96 -0.61 -2.58
C: 1.13 0.79 -2.31
H: 0.60 1.61 -2.79
H: 2.53 1.85 -0.91
H: 2.02 -2.43 -1.78
H: 0.31 -1.04 -3.35
C: -0.52 2.33 1.44
C: -0.50 2.62 0.04
C: -1.68 2.07 -0.54
H: 0.27 3.19 -0.49
C: -2.42 1.41 0.49
C: -1.71 1.58 1.72
H: -2.03 1.24 2.70
H: 0.22 2.66 2.17
H: -2.00 2.20 -1.57
H: -3.38 0.91 0.39
O: -3.73 -1.80 -0.77
C: -2.89 -1.06 -1.72
C: -2.41 -2.06 -2.80
H: -1.89 -0.70 -1.25
H: -3.44 -0.16 -2.09
C: -2.92 -3.38 -2.22
H: -1.33 -2.11 -2.87
H: -2.80 -1.84 -3.79
C: -2.92 -3.08 -0.72
H: -2.50 -4.30 -2.64
H: -4.00 -3.39 -2.39
H: -1.86 -2.97 -0.39
H: -3.46 -3.85 -0.13
O: 1.59 0.67 1.67
C: 1.53 -0.43 2.32
O: 0.80 -1.42 1.94
C: 2.37 -0.51 3.55
C: 3.02 -1.71 3.84
C: 3.91 -1.75 4.93
C: 4.10 -0.65 5.76
C: 3.45 0.54 5.44
C: 2.58 0.62 4.33
N: 3.65 1.70 6.26
O: 4.45 1.61 7.22
O: 3.02 2.75 5.99
N: 4.59 -2.98 5.20
O: 4.34 -3.97 4.48
O: 5.41 -3.03 6.14
H: 2.82 -2.61 3.26
H: 4.72 -0.73 6.65
H: 2.05 1.55 4.12

No. 5
The following is a quantum chemistry calculation of a molecular structure, C26H31EuN2O8 in a non-equilibrium geometry, from the OMol25 dataset.

Results
LUMO (spin up / spin down) (eV): -0.7 / -0.7
<S²>: 12.02
Spin multiplicity: 7
Relative energy (zero: lowest compared OMol25 entry of this formula, charge and spin) (kJ/mol): 328.59
Frontier orbital gap (spin up / spin down) (Ha): 0.2874 / 0.2878

CARTESIAN COORDINATES (ANGSTROEM)
O: -4.76 0.48 -4.86
C: -6.08 0.20 -4.35
C: -6.66 0.05 -5.76
H: -6.48 1.03 -3.77
H: -6.10 -0.71 -3.74
C: -5.22 0.35 -6.25
H: -7.40 0.79 -6.04
H: -7.02 -0.94 -6.01
C: -5.05 1.66 -6.98
H: -5.54 2.47 -6.45
H: -5.48 1.60 -7.98
H: -4.00 1.91 -7.08
C: -4.52 -0.79 -6.94
H: -4.65 -1.72 -6.38
H: -3.46 -0.59 -7.03
H: -4.93 -0.95 -7.94
Eu: 1.22 -0.35 0.45
C: 2.51 -2.31 0.81
C: 1.68 -2.13 1.92
C: 0.34 -2.31 1.49
H: 1.98 -1.87 2.92
C: 0.36 -2.61 0.12
C: 1.70 -2.59 -0.32
H: 2.04 -2.75 -1.33
H: 3.58 -2.24 0.81
H: -0.53 -2.19 2.11
H: -0.50 -2.77 -0.50
C: 3.30 0.81 0.59
C: 3.25 0.13 -0.65
C: 2.21 0.70 -1.42
H: 3.89 -0.67 -0.96
C: 1.64 1.74 -0.65
C: 2.32 1.81 0.58
H: 2.07 2.45 1.40
H: 3.97 0.58 1.41
H: 1.94 0.41 -2.42
H: 0.79 2.34 -0.92
O: -0.74 0.00 -0.59
C: -0.89 -0.26 -2.00
C: -2.36 -0.60 -2.20
H: -0.21 -1.06 -2.28
H: -0.61 0.64 -2.55
C: -3.03 0.22 -1.11
H: -2.53 -1.66 -2.04
H: -2.70 -0.35 -3.20
C: -2.05 0.09 0.04
H: -4.02 -0.14 -0.84
H: -3.12 1.26 -1.41
H: -2.21 -0.83 0.61
H: -2.02 0.92 0.73
O: 3.93 -0.80 2.97
C: 3.05 0.06 3.47
O: 1.88 0.33 2.81
C: 3.46 0.47 4.82
C: 2.79 0.06 5.97
C: 3.39 0.25 7.24
C: 4.64 0.90 7.32
C: 5.31 1.33 6.17
C: 4.72 1.09 4.92
N: 6.60 1.96 6.25
O: 7.12 2.14 7.31
O: 7.17 2.31 5.26
N: 2.77 -0.26 8.42
O: 1.74 -0.87 8.36
O: 3.32 -0.16 9.48
H: 1.86 -0.48 5.88
H: 5.11 1.04 8.29
H: 5.25 1.36 4.01

No. 6
The following is a quantum chemistry calculation of a molecular structure, C26H31GeN5RuS in a non-equilibrium geometry, from the OMol25 dataset.

Results
LUMO (spin up / spin down) (eV): -6.5 / -6.5
Relative energy (zero: lowest compared OMol25 entry of this formula, charge and spin) (kJ/mol): 50.48
Total charge: +2
Frontier orbital gap (spin up / spin down) (Ha): 0.2422 / 0.2422

CARTESIAN COORDINATES (ANGSTROEM)
Ru: -0.06 -0.45 0.39
C: -2.51 -3.98 -0.65
C: -1.76 -2.80 -0.80
N: -1.07 -2.27 0.19
C: -1.06 -2.90 1.40
C: -1.81 -4.06 1.65
C: -2.53 -4.61 0.56
C: -1.81 -4.61 2.95
C: -1.13 -3.99 3.96
C: -0.38 -2.81 3.71
C: -0.31 -2.29 2.45
N: 0.41 -1.14 2.03
C: 1.32 -0.38 2.81
C: 2.07 -0.81 3.87
C: 2.97 0.08 4.51
C: 3.10 1.37 4.10
C: 2.37 1.83 2.97
C: 2.47 3.14 2.44
C: 1.77 3.48 1.32
C: 0.98 2.50 0.69
N: 0.86 1.27 1.16
C: 1.52 0.94 2.31
H: -3.05 -4.37 -1.50
H: -1.73 -2.29 -1.75
H: -3.11 -5.51 0.71
H: -2.38 -5.51 3.15
H: -1.16 -4.38 4.96
H: 0.10 -2.33 4.54
H: 2.02 -1.83 4.21
H: 3.55 -0.29 5.34
H: 3.77 2.05 4.61
H: 3.11 3.86 2.93
H: 1.83 4.47 0.90
H: 0.46 2.72 -0.23
S: -1.20 0.53 -2.14
C: -1.78 2.03 -2.84
N: -1.30 2.35 -4.03
C: -1.78 3.51 -4.81
C: -3.20 3.83 -4.38
C: -3.27 3.98 -2.87
N: -2.68 2.78 -2.25
H: -0.60 1.74 -4.44
H: -1.72 3.25 -5.86
H: -1.11 4.35 -4.62
H: -3.88 3.03 -4.70
H: -3.53 4.75 -4.86
H: -4.29 4.06 -2.53
H: -2.72 4.86 -2.53
H: -3.05 2.46 -1.37
C: 1.70 -2.59 -1.99
Ge: 1.96 -0.95 -0.96
C: 3.43 -1.17 0.30
C: 2.38 0.55 -2.14
C: -1.66 0.64 -0.40
H: 2.64 -2.77 -2.53
H: 0.90 -2.51 -2.73
H: 1.51 -3.44 -1.35
H: 4.32 -1.43 -0.28
H: 3.25 -1.98 1.01
H: 3.64 -0.26 0.86
H: 3.43 0.40 -2.43
H: 2.29 1.52 -1.66
H: 1.77 0.53 -3.04
H: -1.64 1.67 -0.05
H: -2.64 0.18 -0.23

No. 7
The following is a quantum chemistry calculation of a single C26H31N3O3 molecule, from the OMol25 dataset.

Results
LUMO (eV): 0.8
SMILES: CCOC(=O)C1(CCOc2ccccc2)CCN(Cc2cccc(-n3cccn3)c2)CC1
Relative energy (zero: lowest compared OMol25 entry of this formula, charge and spin) (kJ/mol): 307.42
Frontier orbital gap (Ha): 0.3246

CARTESIAN COORDINATES (ANGSTROEM)
C: -6.02 -0.46 1.75
C: -5.06 -1.59 1.37
O: -3.78 -1.07 0.98
C: -3.66 -0.66 -0.27
O: -4.54 -0.72 -1.09
C: -2.26 -0.13 -0.60
C: -1.60 -1.17 -1.54
C: -1.38 -2.55 -0.93
O: -0.41 -2.60 0.09
C: 0.92 -2.51 -0.23
C: 1.79 -2.56 0.86
C: 3.16 -2.51 0.67
C: 3.68 -2.39 -0.61
C: 2.82 -2.33 -1.69
C: 1.44 -2.40 -1.51
C: -1.40 0.12 0.64
C: -1.89 1.34 1.44
N: -2.04 2.55 0.66
C: -0.86 3.38 0.50
C: 0.33 2.77 -0.20
C: 0.47 2.84 -1.58
C: 1.55 2.23 -2.21
C: 2.51 1.56 -1.47
C: 2.40 1.52 -0.08
N: 3.42 0.91 0.65
C: 3.42 0.54 1.96
C: 4.66 0.05 2.24
C: 5.37 0.16 1.03
N: 4.60 0.68 0.09
C: 1.31 2.12 0.55
C: -2.87 2.33 -0.49
C: -2.42 1.17 -1.40
H: -6.21 0.16 0.88
H: -5.59 0.15 2.53
H: -6.95 -0.88 2.10
H: -5.47 -2.18 0.55
H: -4.85 -2.23 2.23
H: -0.64 -0.76 -1.86
H: -2.24 -1.29 -2.41
H: -2.30 -2.90 -0.44
H: -1.13 -3.27 -1.72
H: 1.37 -2.66 1.85
H: 3.82 -2.57 1.52
H: 4.74 -2.33 -0.76
H: 3.21 -2.24 -2.69
H: 0.80 -2.38 -2.38
H: -1.41 -0.75 1.29
H: -0.38 0.29 0.31
H: -1.21 1.53 2.27
H: -2.88 1.11 1.86
H: -0.56 3.69 1.51
H: -1.18 4.27 -0.04
H: -0.25 3.39 -2.16
H: 1.64 2.29 -3.28
H: 3.35 1.09 -1.94
H: 2.55 0.63 2.58
H: 5.02 -0.33 3.17
H: 6.38 -0.11 0.81
H: 1.23 2.10 1.62
H: -2.93 3.25 -1.07
H: -3.88 2.11 -0.13
H: -3.16 1.02 -2.18
H: -1.47 1.42 -1.86

Repeat the fifth record exactly.
The following is a quantum chemistry calculation of a molecular structure, C26H31EuN2O8 in a non-equilibrium geometry, from the OMol25 dataset.

Results
LUMO (spin up / spin down) (eV): -0.7 / -0.7
<S²>: 12.02
Spin multiplicity: 7
Relative energy (zero: lowest compared OMol25 entry of this formula, charge and spin) (kJ/mol): 328.59
Frontier orbital gap (spin up / spin down) (Ha): 0.2874 / 0.2878

CARTESIAN COORDINATES (ANGSTROEM)
O: -4.76 0.48 -4.86
C: -6.08 0.20 -4.35
C: -6.66 0.05 -5.76
H: -6.48 1.03 -3.77
H: -6.10 -0.71 -3.74
C: -5.22 0.35 -6.25
H: -7.40 0.79 -6.04
H: -7.02 -0.94 -6.01
C: -5.05 1.66 -6.98
H: -5.54 2.47 -6.45
H: -5.48 1.60 -7.98
H: -4.00 1.91 -7.08
C: -4.52 -0.79 -6.94
H: -4.65 -1.72 -6.38
H: -3.46 -0.59 -7.03
H: -4.93 -0.95 -7.94
Eu: 1.22 -0.35 0.45
C: 2.51 -2.31 0.81
C: 1.68 -2.13 1.92
C: 0.34 -2.31 1.49
H: 1.98 -1.87 2.92
C: 0.36 -2.61 0.12
C: 1.70 -2.59 -0.32
H: 2.04 -2.75 -1.33
H: 3.58 -2.24 0.81
H: -0.53 -2.19 2.11
H: -0.50 -2.77 -0.50
C: 3.30 0.81 0.59
C: 3.25 0.13 -0.65
C: 2.21 0.70 -1.42
H: 3.89 -0.67 -0.96
C: 1.64 1.74 -0.65
C: 2.32 1.81 0.58
H: 2.07 2.45 1.40
H: 3.97 0.58 1.41
H: 1.94 0.41 -2.42
H: 0.79 2.34 -0.92
O: -0.74 0.00 -0.59
C: -0.89 -0.26 -2.00
C: -2.36 -0.60 -2.20
H: -0.21 -1.06 -2.28
H: -0.61 0.64 -2.55
C: -3.03 0.22 -1.11
H: -2.53 -1.66 -2.04
H: -2.70 -0.35 -3.20
C: -2.05 0.09 0.04
H: -4.02 -0.14 -0.84
H: -3.12 1.26 -1.41
H: -2.21 -0.83 0.61
H: -2.02 0.92 0.73
O: 3.93 -0.80 2.97
C: 3.05 0.06 3.47
O: 1.88 0.33 2.81
C: 3.46 0.47 4.82
C: 2.79 0.06 5.97
C: 3.39 0.25 7.24
C: 4.64 0.90 7.32
C: 5.31 1.33 6.17
C: 4.72 1.09 4.92
N: 6.60 1.96 6.25
O: 7.12 2.14 7.31
O: 7.17 2.31 5.26
N: 2.77 -0.26 8.42
O: 1.74 -0.87 8.36
O: 3.32 -0.16 9.48
H: 1.86 -0.48 5.88
H: 5.11 1.04 8.29
H: 5.25 1.36 4.01

What did the second record say?
The following is a quantum chemistry calculation of a molecular structure, C26H31BrClN11OS in a non-equilibrium geometry, from the OMol25 dataset.

Results
LUMO (eV): 0.0
Frontier orbital gap (Ha): 0.3036

CARTESIAN COORDINATES (ANGSTROEM)
O: 0.18 -4.11 -2.32
C: 0.87 -4.36 -1.38
Cl: 0.06 -4.85 0.15
C: 2.42 -4.20 -1.48
C: 2.72 -2.73 -1.14
C: 2.67 -1.78 -2.22
C: 2.90 -0.44 -1.94
C: 3.18 -0.08 -0.58
N: 3.42 1.18 -0.09
S: 3.71 1.02 1.50
N: 3.53 -0.57 1.76
C: 3.25 -1.03 0.51
C: 2.98 -2.39 0.17
Br: 3.02 -3.67 1.63
H: 2.96 -4.91 -0.83
H: 2.71 -4.43 -2.52
H: 2.44 -2.10 -3.24
H: 2.83 0.29 -2.75
C: -1.26 0.79 -0.98
C: -0.70 1.07 -2.29
N: -0.29 1.31 -3.34
H: -0.60 1.13 -0.19
H: -2.23 1.28 -0.84
H: -1.42 -0.28 -0.83
C: 1.66 -1.92 5.47
C: 2.77 -1.02 5.20
N: 3.65 -0.32 4.98
H: 0.74 -1.37 5.71
H: 1.44 -2.55 4.60
H: 1.87 -2.58 6.31
C: 4.61 -6.02 -4.69
C: 5.13 -4.84 -4.01
N: 5.55 -3.91 -3.47
H: 3.70 -6.38 -4.21
H: 4.36 -5.79 -5.73
H: 5.33 -6.83 -4.69
C: 0.26 4.28 1.16
C: 1.22 3.23 1.40
N: 1.99 2.40 1.57
H: -0.47 3.96 0.42
H: -0.28 4.55 2.08
H: 0.74 5.19 0.79
C: -1.68 -3.52 7.04
C: -0.28 -3.76 7.38
N: 0.82 -3.96 7.64
H: -1.86 -2.46 6.83
H: -1.98 -4.08 6.16
H: -2.34 -3.81 7.86
C: -3.46 4.76 -0.14
C: -3.27 3.39 0.30
N: -3.12 2.31 0.66
H: -2.57 5.15 -0.64
H: -4.29 4.85 -0.84
H: -3.67 5.42 0.70
C: -3.46 0.51 -4.83
C: -4.87 0.59 -5.21
N: -5.97 0.67 -5.51
H: -3.00 1.50 -4.78
H: -3.34 0.05 -3.84
H: -2.89 -0.09 -5.54
C: 0.41 3.01 5.30
C: -0.19 4.10 4.54
N: -0.66 4.96 3.94
H: -0.22 2.71 6.13
H: 0.57 2.13 4.67
H: 1.38 3.29 5.71
C: -5.77 4.01 -5.62
C: -5.27 5.22 -4.98
N: -4.87 6.17 -4.47
H: -6.67 3.65 -5.12
H: -6.03 4.19 -6.66
H: -5.04 3.21 -5.59